# 1
# C35H32IN6O4Tm

A molecular structure, C35H32IN6O4Tm (the ωB97M-V functional and the def2-TZVPD basis, the OMol25 dataset).

Properties
Spin multiplicity: 3
<S²>: 2.002
LUMO energy (alpha / beta), hartree: 0.010 / 0.010
E_tot, a.u.: -3365.56064
Frontier orbital gap (alpha / beta), eV: 7.9676 / 7.9714

Geometry (Å):
N1 -0.047 2.354 -0.464
H1 1.132 -0.617 3.391
H2 -2.289 -1.363 -2.100
C1 -1.952 3.792 -0.715
C2 2.957 -5.883 0.166
C3 3.115 1.304 3.312
C4 -2.692 -1.081 -1.140
H3 0.400 0.963 3.503
H4 -4.694 -1.624 -1.636
O1 -0.038 1.083 -6.800
H5 5.077 -6.080 0.325
H6 -3.907 -0.040 2.298
H7 0.293 -1.671 -4.878
H8 5.006 2.250 3.631
C5 -1.343 2.549 -0.754
C6 -4.037 -1.231 -0.872
H9 2.511 1.013 -6.192
C7 2.171 0.906 2.360
C8 3.397 -3.231 -0.336
C9 0.671 3.435 -0.143
C10 2.135 2.668 -4.854
C11 -1.193 4.898 -0.380
H10 1.711 3.271 0.090
N2 -0.470 0.431 -2.794
H11 3.639 1.835 -0.400
C12 4.237 -5.418 0.149
C13 -0.131 0.849 -5.616
C14 2.030 -3.625 -0.312
H12 0.791 5.544 0.168
H13 0.420 -6.632 0.103
C15 4.269 1.931 2.905
H14 3.064 3.202 -5.056
C16 1.205 -1.144 -5.173
N3 -1.328 0.946 -4.954
H15 2.914 1.119 4.360
C17 0.910 -2.734 -0.525
H16 1.359 3.110 -5.481
C18 2.294 1.176 -5.137
C19 0.149 4.714 -0.095
H17 2.439 -1.797 -3.492
O2 -2.682 0.891 -3.169
C20 1.853 -5.024 -0.070
C21 -0.312 -3.373 -0.537
H18 3.352 -1.436 -4.959
C22 -1.550 0.745 -3.588
C23 -0.513 -4.760 -0.328
H19 2.756 -6.932 0.357
H20 3.123 0.776 -4.555
H21 5.362 2.645 1.171
C24 0.887 0.278 2.808
H22 1.876 2.847 -3.806
H23 1.245 -1.169 -6.263
N4 -1.822 -0.604 -0.248
C25 2.417 -1.853 -4.580
N5 0.000 -0.053 1.715
O3 1.718 0.406 -2.499
C26 0.755 0.436 -3.312
H24 -5.559 -0.944 0.618
C27 1.044 0.362 -4.792
H25 2.389 -2.908 -4.857
H26 -2.135 1.230 -5.491
Tm1 0.693 -0.224 -0.501
C28 -3.615 -0.354 1.306
C29 4.465 -4.053 -0.121
C30 -1.291 0.201 2.005
H27 -3.004 3.873 -0.955
O4 -1.748 0.723 3.021
H28 5.474 -3.667 -0.160
H29 -1.917 1.684 -1.048
H30 -1.636 5.885 -0.342
C31 -4.509 -0.849 0.374
C32 0.546 -5.570 -0.081
C33 -2.279 -0.264 0.962
I1 3.881 -1.256 -0.774
H31 -1.520 -5.163 -0.350
C34 3.515 1.705 0.671
N6 2.383 1.093 1.062
C35 4.474 2.152 1.542
H32 -1.212 -2.804 -0.698

---

# 2
# C35H32N3O2P2S2Sn

A molecular structure, C35H32N3O2P2S2Sn (the ωB97M-V functional and the def2-TZVPD basis, the OMol25 dataset).

Properties
ΔE to the lowest compared entry with this formula, charge and spin, eV: 0.3483
Spin multiplicity: 1
LUMO energy (alpha / beta), hartree: -0.411 / -0.387
Total charge: +3
E_tot, a.u.: -3360.10638
Frontier orbital gap (alpha / beta), eV: 4.9840 / 5.6408

Geometry (Å):
H1 -2.269 -1.542 4.412
N1 -0.937 -2.034 1.785
C1 1.260 4.716 0.235
C2 0.762 3.619 -0.451
H2 2.096 1.780 -3.408
C3 3.965 -1.186 -2.484
O1 -2.322 -1.260 5.352
N2 -1.062 -1.607 3.062
C4 4.875 -2.187 -2.803
H3 4.302 -0.161 -2.533
H4 2.007 4.595 1.004
C5 3.206 -3.876 -2.447
C6 -0.180 3.773 -1.468
H5 1.279 -0.112 -6.681
C7 -3.466 -4.114 -0.224
H6 -3.836 -4.341 -1.222
C8 2.439 1.888 -2.377
C9 1.221 0.109 6.927
H7 5.885 -1.915 -3.066
C10 -0.630 5.043 -1.769
O2 1.167 -1.127 2.955
H8 2.426 2.946 -2.112
C11 2.665 -1.531 -2.132
C12 -2.046 1.335 2.354
H9 -1.372 5.160 -2.544
H10 -4.067 0.932 1.785
C13 4.501 -3.520 -2.798
C14 2.304 -2.888 -2.098
H11 0.064 0.375 8.731
C15 -1.168 -0.846 5.808
H12 -1.202 0.810 -1.377
S1 -1.918 -3.151 -0.382
H13 -2.019 -0.507 7.740
C16 1.235 -0.294 -4.556
C17 -0.428 1.281 0.574
Sn1 1.293 -1.989 0.955
H14 2.907 -4.912 -2.453
P1 1.195 1.893 -0.004
C18 -0.936 -0.692 -3.582
C19 -2.020 -2.513 1.226
C20 -0.715 -0.430 -5.959
H15 -3.223 -5.043 0.295
H16 2.106 -0.308 5.020
H17 2.308 -0.212 -4.458
H18 -5.279 -3.830 0.917
C21 -0.737 1.474 1.920
C22 0.050 0.050 7.702
H19 3.471 1.543 -2.315
H20 1.190 6.841 0.437
P2 1.166 -0.537 -1.740
N3 1.563 1.148 -1.482
C23 0.027 -0.782 5.015
H21 -2.569 -0.814 -4.953
C24 -0.141 6.149 -1.092
H22 -0.486 7.139 -1.354
H23 1.269 -3.160 -1.853
H24 0.035 1.761 2.623
C25 0.653 -0.259 -5.814
H25 5.214 -4.278 -3.074
C26 0.801 5.986 -0.090
C27 -1.113 -0.430 7.158
H26 -0.553 2.919 -2.012
C28 1.202 -0.321 5.612
C29 -1.429 0.931 -0.329
C30 0.053 -1.188 3.619
H27 2.134 0.485 7.364
H28 -3.513 0.584 -0.599
S2 -3.561 -2.572 2.002
C31 -2.734 0.803 0.114
H29 -2.294 1.508 3.391
C32 0.432 -0.484 -3.435
H30 -4.804 -2.415 -0.051
C33 -3.045 1.009 1.449
C34 -4.435 -3.253 0.545
H31 -1.550 -0.900 -2.717
C35 -1.507 -0.660 -4.846
H32 -1.164 -0.403 -6.942

---

# 3
# C35H33ClFeN4S2Si2

A molecular structure, C35H33ClFeN4S2Si2 (the ωB97M-V functional and the def2-TZVPD basis, the OMol25 dataset).

Properties
ΔE to the lowest compared entry with this formula, charge and spin, eV: 2.0288
Spin multiplicity: 6
<S²>: 8.831
LUMO energy (alpha / beta), hartree: -0.103 / -0.123
Total charge: +1
E_tot, a.u.: -4671.35125
Frontier orbital gap (alpha / beta), eV: 5.5722 / 6.0206

Geometry (Å):
C1 0.561 -3.543 1.450
H1 2.431 2.123 1.228
C2 3.694 -0.703 2.969
C3 1.479 1.586 1.125
C4 -3.745 -1.523 -2.010
H2 -0.360 -1.475 -5.083
C5 -2.306 1.203 -4.312
N1 0.718 -2.336 1.993
H3 0.119 -1.230 -0.385
C6 -3.505 -2.414 -3.062
C7 -2.953 -1.575 -0.853
C8 3.969 -0.133 1.680
H4 -2.246 -4.012 -3.795
C9 -1.131 0.350 0.568
C10 -0.701 0.793 -2.533
Si1 -2.947 -0.212 0.381
C11 -1.774 0.150 -5.064
H5 3.012 1.666 3.564
H6 -2.190 2.361 -2.503
H7 1.697 -3.419 -0.269
C12 3.405 -2.363 1.409
C13 -0.109 5.622 -1.240
H8 -0.493 6.454 -0.656
C14 -0.925 1.717 0.984
S1 -0.593 -4.571 2.267
C15 -0.206 4.323 -0.729
N2 1.137 -0.221 3.452
H9 2.424 2.238 5.136
Si2 0.062 1.391 -0.816
C16 0.123 -0.293 0.179
H10 -1.799 2.368 1.043
C17 0.291 2.111 1.611
H11 -3.132 1.785 -4.706
H12 -4.523 -0.761 -2.120
H13 1.105 -4.999 0.167
H14 3.351 -3.356 0.970
C18 -0.588 -0.567 5.000
H15 -0.895 -4.150 -1.694
C19 1.369 0.506 0.138
N3 2.376 1.595 4.356
H16 -3.910 -0.729 1.462
C20 -0.206 -0.299 -3.259
H17 -0.688 4.202 0.238
H18 -1.457 -2.700 0.238
H19 1.428 4.937 -4.179
S2 0.174 0.840 5.632
C21 0.887 3.470 -2.685
C22 3.310 -2.055 2.793
C23 -1.772 1.515 -3.057
C24 0.972 4.766 -3.205
H20 -2.172 -0.094 -6.056
C25 0.284 3.221 -1.442
H21 1.279 2.648 -3.287
H22 4.076 -1.143 -0.352
H23 0.548 6.869 -2.884
H24 -1.458 -1.062 5.415
C26 -0.907 -3.299 3.381
C27 -2.472 -3.351 -2.954
C28 -1.999 -2.593 -0.709
C29 -1.711 -3.432 -1.785
Fe1 2.025 -0.708 1.628
H25 -3.173 -0.771 1.905
H26 -1.597 -3.347 4.215
H27 0.275 2.875 2.388
C30 0.478 5.856 -2.484
N4 1.250 -4.033 0.408
H28 -4.110 -2.345 -3.970
C31 -0.744 -0.616 -4.519
C32 3.806 -1.181 0.702
H29 3.899 -0.228 3.922
C33 -0.112 -2.204 3.113
C34 0.063 -1.012 3.866
H30 3.105 -2.771 3.588
H31 2.189 0.270 -0.544
H32 0.612 -0.910 -2.869
H33 4.374 0.856 1.486
C35 1.347 0.755 4.340
Cl1 -4.096 1.317 -0.324

---

# 4
# C35H33N7S5SbSc

A molecular structure, C35H33N7S5SbSc (the ωB97M-V functional and the def2-TZVPD basis, the OMol25 dataset).

Properties
ΔE to the lowest compared entry with this formula, charge and spin, eV: 0.9917
Spin multiplicity: 1
LUMO energy, hartree: 0.137
Total charge: -2
E_tot, a.u.: -4729.00933
Frontier orbital gap, eV: 5.2056

Geometry (Å):
C1 -2.181 1.985 -1.949
H1 -2.001 -5.550 1.287
H2 -4.058 -2.962 -0.138
H3 -4.469 3.571 -1.441
N1 -0.898 2.157 -1.626
C2 -3.126 -6.907 -2.824
C3 -0.685 -2.189 3.834
S1 1.631 1.188 1.649
C4 -1.771 -3.591 2.221
C5 -1.246 -0.412 -5.063
C6 -1.437 -0.639 -3.710
C7 -4.732 -5.550 -1.684
S2 5.150 1.425 0.008
H4 1.674 -2.074 -5.430
C8 -0.545 3.326 -3.678
C9 -2.694 0.754 2.330
C10 -4.353 -3.121 -1.179
N2 -3.326 0.130 3.368
H5 -1.094 -3.518 -3.150
C11 1.571 -2.800 -2.840
H6 -3.195 0.520 4.282
N3 -0.734 -1.556 -1.567
C12 -5.351 0.382 -0.783
H7 -1.973 0.164 -5.623
S3 3.398 -2.030 0.532
H8 -1.992 -4.098 -0.132
C13 -7.299 1.737 -1.200
C14 -3.030 1.353 -0.909
C15 -6.727 0.509 -0.892
S4 1.789 0.509 -1.725
S5 -1.455 1.876 2.612
C16 -0.610 -1.537 1.458
C17 -1.326 -2.704 1.221
C18 -2.691 2.412 -3.175
N4 -1.699 -3.550 -2.344
H9 2.593 -2.638 -3.179
Sc1 -0.067 0.260 0.072
H10 -8.375 1.836 -1.275
H11 -4.160 -0.391 3.164
H12 -2.823 -7.848 -3.264
C19 -3.883 -4.446 -1.705
C20 0.617 -1.909 -3.586
H13 -2.316 -0.260 -3.206
H14 -1.261 -5.937 -3.257
H15 0.142 3.862 -4.317
H16 0.923 2.922 -2.144
C21 -1.441 -3.312 3.536
C22 -2.252 -5.835 -2.829
C23 0.791 -1.669 -4.948
H17 -5.439 -3.053 -1.246
H18 -3.493 -4.611 1.353
C24 -0.293 -1.335 2.815
C25 -2.566 -4.833 1.896
H19 -5.715 -5.427 -1.242
C26 -0.116 -0.923 -5.686
H20 -2.229 3.413 -5.012
N5 -1.642 -3.157 -0.094
Sb1 3.212 0.223 0.156
H21 -6.908 3.807 -1.619
H22 0.059 -0.743 -6.741
H23 -0.407 -1.973 4.859
C27 -5.100 2.702 -1.302
N6 -2.411 0.886 0.123
C28 -2.612 -4.605 -2.272
H24 1.571 -2.615 -1.768
H25 -7.356 -0.356 -0.718
C29 -6.478 2.837 -1.396
H26 -5.065 -7.605 -2.203
H27 -3.715 2.195 -3.443
C30 -0.507 -1.351 -2.964
H28 0.294 -0.470 3.083
C31 -4.514 1.473 -1.005
H29 -3.924 -2.297 -1.752
H30 -1.769 -3.990 4.320
C32 -1.341 -2.668 -1.309
H31 1.323 -3.856 -3.014
H32 -2.844 -5.349 2.815
N7 -3.177 0.414 1.136
C33 -0.106 2.821 -2.463
C34 -4.375 -6.772 -2.231
H33 -4.910 -0.561 -0.502
C35 -1.857 3.086 -4.048

---

# 5
# C35H34AsN3OPS2V

A molecular structure, C35H34AsN3OPS2V (the ωB97M-V functional and the def2-TZVPD basis, the OMol25 dataset).

Properties
ΔE to the lowest compared entry with this formula, charge and spin, eV: 0.0000
Spin multiplicity: 4
<S²>: 3.765
LUMO energy (alpha / beta), hartree: -0.072 / -0.076
Total charge: +1
E_tot, a.u.: -5910.97139
Frontier orbital gap (alpha / beta), eV: 8.2432 / 8.5953

Geometry (Å):
C1 -0.028 3.912 4.585
H1 0.533 3.967 -1.001
N1 -3.445 2.595 -1.826
H2 2.641 2.162 2.943
C2 -1.297 4.454 0.026
C3 -0.448 7.198 0.773
H3 -1.572 1.177 2.353
C4 -1.300 6.789 -4.498
C5 -0.936 6.471 -2.123
N2 -3.693 2.103 0.237
As1 -1.763 6.331 -0.362
P1 0.497 2.417 0.799
C6 0.171 4.052 0.023
H4 2.003 6.452 -3.831
V1 0.073 0.227 -0.088
H5 -1.835 3.914 -0.750
C7 1.261 8.847 1.199
H6 2.023 -2.537 3.572
H7 -4.748 4.325 -1.870
C8 2.547 -2.228 2.678
C9 -3.066 1.719 -0.884
C10 -0.067 2.698 2.500
C11 4.367 2.520 -0.486
C12 2.985 2.526 -0.404
C13 -1.681 2.200 4.232
H8 0.804 4.778 0.536
H9 1.290 4.311 2.951
H10 -2.521 1.615 4.588
H11 2.406 2.600 -1.318
H12 -3.647 1.909 -3.805
H13 -1.985 2.193 -3.265
H14 6.212 2.396 0.610
H15 4.188 -1.025 -0.552
C14 4.526 -2.072 1.325
C15 0.935 6.507 -3.658
H16 -5.059 3.687 0.793
H17 1.923 9.622 0.831
H18 -3.045 3.577 -3.618
H19 -1.980 6.955 -5.324
H20 1.930 9.019 3.231
C16 3.804 -1.404 0.383
H21 -2.862 6.764 -3.028
C17 -1.155 1.965 2.969
C18 0.481 3.688 3.314
C19 0.065 6.703 -4.726
C20 3.111 2.291 1.978
H22 0.410 8.478 -0.730
H23 4.850 2.601 -1.452
S1 0.137 -1.123 1.802
O1 1.830 -0.511 -0.383
H24 1.132 6.273 -1.545
S2 -2.094 0.306 -1.085
C21 -0.452 6.876 2.130
N3 2.494 -1.165 0.593
H25 0.455 6.806 -5.731
H26 0.417 4.673 5.215
C22 1.814 -1.535 1.701
C23 -1.108 3.169 5.046
C24 -3.003 2.565 -3.224
C25 2.337 2.432 0.831
C26 3.880 -2.493 2.493
C27 5.131 2.399 0.670
C28 0.439 6.394 -2.366
H27 0.388 7.268 4.065
C29 0.407 8.197 0.315
C30 -4.479 3.218 0.017
H28 5.088 2.169 2.801
C31 4.501 2.275 1.897
H29 -3.609 1.593 1.101
C32 -4.324 3.530 -1.282
H30 -1.128 6.118 2.512
H31 -1.503 3.345 6.038
H32 4.435 -3.026 3.254
H33 -1.774 4.214 0.978
C33 0.404 7.524 3.012
H34 5.575 -2.260 1.151
C34 -1.795 6.679 -3.201
C35 1.266 8.509 2.545

---

# 6
# C35H34AuBrN2O2P2S

A molecular structure, C35H34AuBrN2O2P2S (the ωB97M-V functional and the def2-TZVPD basis, the OMol25 dataset).

Properties
ΔE to the lowest compared entry with this formula, charge and spin, eV: 0.0000
Spin multiplicity: 1
LUMO energy, hartree: -0.246
Total charge: +2
E_tot, a.u.: -5404.34205
Frontier orbital gap, eV: 6.6065

Geometry (Å):
C1 -2.894 -0.767 1.395
H1 -0.425 -3.756 0.905
C2 3.429 -0.335 0.722
C3 0.018 3.760 1.114
C4 1.057 -0.077 4.239
C5 2.391 0.950 5.949
C6 -0.094 -1.505 -4.167
H2 -2.381 0.182 1.492
H3 2.675 1.486 -0.159
C7 -4.811 -2.135 1.875
H4 1.518 4.938 1.792
C8 -2.177 2.758 -4.912
C9 3.510 0.804 -0.082
Br1 -5.905 2.107 -3.226
H5 0.969 -2.631 2.559
H6 0.174 5.803 1.138
O1 -1.416 1.152 -0.476
H7 -4.557 -0.126 2.580
C10 4.508 -1.222 0.784
H8 -0.232 2.441 -4.040
H9 1.097 -1.583 -2.393
H10 -3.579 1.542 -1.523
H11 -4.799 -4.109 1.027
H12 0.029 -3.815 -0.795
C11 5.736 0.177 -0.736
C12 2.138 0.016 3.359
C13 -1.811 1.968 -2.677
H13 2.491 1.312 6.963
H14 2.697 -2.777 2.382
H15 1.989 -4.161 0.602
H16 4.472 -2.112 1.398
H17 6.493 -1.645 0.113
C14 5.658 -0.960 0.058
H18 4.174 0.666 3.085
C15 0.134 -3.237 0.124
H19 -4.234 2.952 -5.507
H20 -3.484 -1.389 -4.261
C16 -2.484 -1.440 -3.850
C17 -1.382 -1.447 -4.691
H21 -1.794 3.096 -5.865
C18 -3.185 1.896 -2.466
C19 -1.303 2.400 -3.898
C20 -4.042 2.249 -3.492
H22 4.393 1.490 5.401
C21 -1.020 -1.560 -1.951
H23 -5.775 -2.261 2.350
C22 -3.549 2.681 -4.715
N1 0.620 4.921 1.339
Au1 0.195 0.337 0.610
C23 -4.127 -0.935 2.005
C24 1.795 -2.438 1.869
H24 -2.619 -3.833 -0.055
S1 0.818 2.363 1.778
C25 -3.029 -3.017 0.529
P1 1.964 -0.648 1.708
C26 0.091 -1.561 -2.798
H25 0.357 0.315 6.222
H26 -3.170 -1.475 -1.820
H27 0.113 -0.503 3.913
H28 -1.523 -1.404 -5.763
C27 -0.865 1.531 -1.624
C28 3.340 0.586 3.771
C29 -4.264 -3.175 1.134
C30 3.461 1.051 5.072
C31 -2.336 -1.810 0.659
P2 -0.755 -1.665 -0.183
C32 1.188 0.388 5.534
H29 -1.560 4.558 0.113
H30 -1.583 2.825 0.309
H31 4.722 1.932 -1.437
N2 -1.146 3.724 0.501
C33 4.663 1.054 -0.808
H32 2.191 -2.656 -0.255
C34 1.602 -3.144 0.526
C35 -2.309 -1.491 -2.475
O2 0.351 1.520 -1.770
H33 6.635 0.375 -1.303
H34 0.762 -1.503 -4.827